Record 1
The following is a DFT calculation (the ωB97M-V functional and the def2-TZVPD basis) of a single C3H6N2O4 molecule.

Geometry (Å):
O  0.75775  -2.29909  -1.33485
C  0.24764  -1.28623  -0.78144
C  1.07718  -0.50291  0.02487
C  0.76214  0.71668  0.57345
O  1.54749  1.16977  1.54723
N  -0.44470  1.33689  0.34117
O  -0.03375  2.76797  0.31263
N  -1.16913  -1.18191  -0.68852
O  -1.76719  -2.17791  -1.25763
H  2.01568  -1.08714  0.31349
H  0.95218  2.02976  1.94063
H  -0.58584  1.25161  -0.72087
H  -0.83314  3.16423  0.64897
H  -1.51734  -1.06348  0.31733
H  -1.00897  -2.83825  -1.23645

The gap between HOMO and LUMO is 8.85 eV. Its LUMO energy is 0.0 eV. The energy relative to the best compared isomer or geometry (same formula, charge and spin) is 619.4 kJ/mol. As for the energy: -528.22027 Eh.

Record 2
The following is a DFT calculation (the ωB97M-V functional and the def2-TZVPD basis) of a single C3H6N2OS molecule.

Geometry (Å):
C  2.67508  -0.65016  -0.41718
N  1.48818  -0.24648  -0.49534
S  0.92502  1.00211  0.49378
C  -0.70269  1.15775  -0.25568
C  -1.76468  0.02275  -0.10605
N  -1.58004  -0.78214  0.95121
O  -2.82167  0.08915  -0.80441
H  2.99217  -1.43260  -1.07833
H  3.45716  -0.26217  0.28051
H  -0.58622  1.39421  -1.30838
H  -1.12971  2.02152  0.24408
H  -0.68806  -0.85358  1.31507
H  -2.26453  -1.46038  1.18072

The gap between HOMO and LUMO is 9.80 eV. Its LUMO energy is 0.7 eV. The energy relative to the best compared isomer or geometry (same formula, charge and spin) is 153.2 kJ/mol. As for the energy: -700.83085 Eh.

Record 3
The following is a DFT calculation (the ωB97M-V functional and the def2-TZVPD basis) of a single C3H6N2OS molecule.

Geometry (Å):
C  2.85645  0.74701  0.00315
N  2.65293  -0.49671  -0.11341
S  1.22946  -1.26619  -0.07884
C  -0.19903  -0.13183  -0.04725
O  -0.12173  1.05377  -0.06156
C  -1.50735  -0.86581  0.09683
N  -2.67651  0.01989  -0.13431
H  3.83897  1.12357  0.05548
H  2.07580  1.51783  0.15739
H  -1.57564  -1.21484  1.13161
H  -1.51499  -1.72933  -0.51027
H  -2.53340  0.76409  0.51513
H  -2.52495  0.47855  -1.01395

The gap between HOMO and LUMO is 9.88 eV. Its LUMO energy is 0.6 eV. The energy relative to the best compared isomer or geometry (same formula, charge and spin) is 223.4 kJ/mol. As for the energy: -700.80410 Eh.

- Look up the gap between HOMO and LUMO of the second one.
  9.80 eV